Formula: C43H110BN2O13
Source: OMol25
Level of theory: ωB97M-V/def2-TZVPD

Last columns: bonded neighbours and bond lengths (Å).
Geometry (Å):
1 O -8.137 7.457 -0.854  C33 1.427, H83 0.962
2 O -4.270 7.089 1.583  C25 1.429, H89 0.963
3 O 7.440 1.541 -7.839  C22 1.427, H65 0.962
4 O -1.104 -3.679 2.257  C58 1.431, H87 0.962
5 O -6.975 1.427 3.105  B59 1.405, H159 0.961
6 O 1.128 1.051 5.513  C32 1.429, H98 0.963
7 O -6.973 -3.624 5.874  C43 1.431, H117 0.962
8 O 7.528 -1.834 -0.297  C47 1.428, H72 0.962
9 O 9.413 -3.077 -4.884  C38 1.428, H121 0.962
10 O -5.859 3.073 1.738  C53 1.448, B59 1.418
11 O 0.462 0.063 1.218  C26 1.425, C46 1.422
12 O 5.092 -2.706 -6.397  C18 1.431, H61 0.962
13 O 2.013 -2.612 -2.790  C19 1.431, H135 0.963
14 N -4.691 -2.726 3.038  C55 1.475, H94 1.019, H129 1.018
15 N -5.003 -1.184 -0.320  C42 1.520, C51 1.501, H80 1.021, H115 1.017
16 C 9.835 -3.057 -2.514  C38 1.520, H128 1.095, H134 1.092, H163 1.090
17 C -5.304 0.618 1.176  C20 1.586, C42 1.567, B59 1.604, H146 1.111
18 C 6.517 -2.731 -6.518  O12 1.431, C44 1.521, C50 1.520, H110 1.091
19 C 3.434 -2.648 -2.956  O13 1.431, C21 1.520, C35 1.520, H75 1.093
20 C -4.413 -0.446 1.944  C17 1.586, C51 1.605, C55 1.566, H70 1.106
21 C 3.875 -1.495 -3.842  C19 1.520, H95 1.091, H111 1.090, H150 1.094
22 C 8.073 2.214 -6.752  O3 1.427, C27 1.521, C57 1.521, H153 1.092
23 C -0.733 0.269 -1.264  C29 1.583, C31 1.552, H102 1.111, H141 1.106
24 C 6.447 0.047 0.755  C47 1.521, H63 1.092, H113 1.091, H154 1.094
25 C -5.001 7.992 2.417  O2 1.429, C41 1.520, C56 1.520, H71 1.092
26 C 1.264 0.607 2.263  O11 1.425, C37 1.569, H143 1.107, H158 1.108
27 C 8.953 3.334 -7.285  C22 1.521, H77 1.091, H116 1.092, H124 1.094
28 C 5.409 -2.240 0.780  C47 1.521, H109 1.092, H133 1.093, H144 1.094
29 C -1.942 -0.735 -1.079  C23 1.583, C45 1.555, H126 1.112, H137 1.102
30 C -9.072 -3.188 6.981  C43 1.520, H81 1.091, H106 1.091, H148 1.094
31 C 0.649 -0.437 -1.217  C23 1.552, C46 1.568, H76 1.116, H103 1.110
32 C -0.113 1.657 5.880  O6 1.429, C40 1.521, C49 1.521, H122 1.093
33 C -8.530 6.095 -1.018  O1 1.427, C39 1.521, C54 1.521, H165 1.093
34 C -7.763 -1.348 5.877  C43 1.520, H62 1.091, H139 1.094, H145 1.092
35 C 3.848 -3.987 -3.545  C19 1.520, H88 1.093, H101 1.091, H125 1.093
36 C -0.453 -5.494 0.806  C58 1.521, H86 1.092, H105 1.091, H151 1.094
37 C 2.087 -0.455 3.072  C26 1.569, H127 1.102, H152 1.119, H156 1.106
38 C 9.538 -3.913 -3.733  O9 1.428, C16 1.520, C48 1.521, H140 1.092
39 C -8.724 5.792 -2.496  C33 1.521, H104 1.091, H142 1.092, H162 1.093
40 C -0.929 0.683 6.717  C32 1.521, H73 1.092, H96 1.092, H149 1.093
41 C -5.160 9.326 1.706  C25 1.520, H119 1.094, H164 1.091, H167 1.091
42 C -6.136 -0.395 0.317  N15 1.520, C17 1.567, H91 1.102, H169 1.107
43 C -7.687 -2.655 6.648  O7 1.431, C30 1.520, C34 1.520, H155 1.091
44 C 6.955 -4.070 -7.091  C18 1.521, H84 1.095, H92 1.091, H136 1.092
45 C -2.570 -0.417 0.307  C29 1.555, C51 1.558, H97 1.110, H123 1.108
46 C 1.245 -0.587 0.226  O11 1.422, C31 1.568, H100 1.110, H120 1.115
47 C 6.256 -1.253 -0.010  O8 1.428, C24 1.521, C28 1.521, H82 1.092
48 C 10.627 -4.949 -3.970  C38 1.521, H68 1.092, H132 1.094, H147 1.092
49 C 0.153 2.949 6.637  C32 1.521, H66 1.093, H130 1.091, H168 1.092
50 C 6.978 -1.576 -7.392  C18 1.520, H64 1.091, H131 1.089, H161 1.095
51 C -3.860 -1.220 0.652  N15 1.501, C20 1.605, C45 1.558, H85 1.101
52 C -1.274 -5.916 3.142  C58 1.520, H107 1.091, H138 1.092, H166 1.094
53 C -4.458 3.394 1.909  O10 1.448, H78 1.107, H79 1.116, H160 1.114
54 C -9.803 5.832 -0.228  C33 1.521, H90 1.091, H112 1.094, H114 1.092
55 C -5.140 -1.321 3.021  N14 1.475, C20 1.566, H67 1.113, H69 1.107
56 C -6.351 7.386 2.764  C25 1.520, H74 1.091, H93 1.093, H157 1.094
57 C 7.017 2.747 -5.796  C22 1.521, H60 1.094, H108 1.092, H118 1.092
58 C -1.396 -5.036 1.908  O4 1.431, C36 1.521, C52 1.520, H99 1.093
59 B -6.097 1.709 2.045  O5 1.405, O10 1.418, C17 1.604
60 H 6.357 3.456 -6.304  C57 1.094
61 H 4.711 -2.810 -7.274  O12 0.962
62 H -8.285 -0.577 6.446  C34 1.091
63 H 5.489 0.525 0.970  C24 1.092
64 H 8.066 -1.561 -7.483  C50 1.091
65 H 6.890 2.180 -8.303  O3 0.962
66 H 0.725 2.753 7.548  C49 1.093
67 H -4.947 -0.913 4.038  C55 1.113
68 H 10.730 -5.617 -3.112  C48 1.092
69 H -6.242 -1.335 2.910  C55 1.107
70 H -3.561 -0.012 2.500  C20 1.106
71 H -4.415 8.128 3.328  C25 1.092
72 H 7.965 -2.022 0.539  O8 0.962
73 H -1.105 -0.243 6.166  C40 1.092
74 H -6.925 8.047 3.417  C56 1.091
75 H 3.871 -2.535 -1.960  C19 1.093
76 H 0.616 -1.423 -1.738  C31 1.116
77 H 9.700 2.938 -7.975  C27 1.091
78 H -3.958 2.765 2.670  C53 1.107
79 H -4.316 4.478 2.130  C53 1.116
80 H -4.739 -0.587 -1.104  N15 1.021
81 H -8.999 -4.130 7.525  C30 1.091
82 H 5.778 -1.047 -0.970  C47 1.092
83 H -8.841 8.013 -1.200  O1 0.962
84 H 6.522 -4.232 -8.083  C44 1.095
85 H -3.559 -2.271 0.785  C51 1.101
86 H -0.544 -4.848 -0.070  C36 1.092
87 H -0.196 -3.652 2.576  O4 0.962
88 H 3.384 -4.139 -4.523  C35 1.093
89 H -4.777 6.961 0.774  O2 0.963
90 H -9.652 6.061 0.828  C54 1.091
91 H -6.828 0.000 -0.445  C42 1.102
92 H 8.041 -4.127 -7.171  C44 1.091
93 H -6.225 6.424 3.266  C56 1.093
94 H -3.683 -2.796 3.173  N14 1.019
95 H 3.415 -1.563 -4.829  C21 1.091
96 H -1.894 1.113 6.996  C40 1.092
97 H -2.723 0.682 0.342  C45 1.110
98 H 1.610 0.853 6.323  O6 0.963
99 H -2.425 -5.056 1.542  C58 1.093
100 H 2.304 -0.253 0.243  C46 1.110
101 H 4.930 -4.049 -3.663  C35 1.091
102 H -0.812 0.745 -2.265  C23 1.111
103 H 1.370 0.192 -1.780  C31 1.110
104 H -7.806 5.993 -3.052  C39 1.091
105 H -0.666 -6.521 0.505  C36 1.091
106 H -9.633 -2.476 7.588  C30 1.091
107 H -1.510 -6.956 2.912  C52 1.091
108 H 6.389 1.934 -5.427  C57 1.092
109 H 5.286 -3.171 0.223  C28 1.092
110 H 6.923 -2.613 -5.512  C18 1.091
111 H 4.958 -1.487 -3.967  C21 1.090
112 H -10.617 6.472 -0.581  C54 1.094
113 H 7.062 0.742 0.182  C24 1.091
114 H -10.117 4.790 -0.318  C54 1.092
115 H -5.361 -2.110 -0.541  N15 1.017
116 H 9.467 3.853 -6.475  C27 1.092
117 H -7.465 -3.768 5.059  O7 0.962
118 H 7.475 3.249 -4.941  C57 1.092
119 H -5.706 9.201 0.767  C41 1.094
120 H 1.219 -1.676 0.462  C46 1.115
121 H 10.251 -2.626 -5.018  O9 0.962
122 H -0.645 1.878 4.952  C32 1.093
123 H -1.851 -0.631 1.123  C45 1.108
124 H 8.357 4.062 -7.842  C27 1.094
125 H 3.518 -4.806 -2.902  C35 1.093
126 H -2.647 -0.500 -1.905  C29 1.112
127 H 3.134 -0.111 3.087  C37 1.102
128 H 10.772 -2.505 -2.641  C16 1.095
129 H -5.103 -3.169 3.856  N14 1.018
130 H 0.746 3.634 6.028  C49 1.091
131 H 6.651 -0.624 -6.976  C50 1.089
132 H 11.590 -4.463 -4.151  C48 1.094
133 H 4.419 -1.829 0.996  C28 1.093
134 H 9.912 -3.668 -1.612  C16 1.092
135 H 1.611 -2.711 -3.659  O13 0.963
136 H 6.608 -4.889 -6.457  C44 1.092
137 H -1.552 -1.761 -1.179  C29 1.102
138 H -1.949 -5.571 3.928  C52 1.092
139 H -8.285 -1.490 4.925  C34 1.094
140 H 8.577 -4.415 -3.600  C38 1.092
141 H -0.835 1.102 -0.544  C23 1.106
142 H -9.006 4.749 -2.653  C39 1.092
143 H 1.882 1.423 1.841  C26 1.107
144 H 5.893 -2.495 1.727  C28 1.094
145 H -6.759 -0.990 5.641  C34 1.092
146 H -4.787 1.187 0.374  C17 1.111
147 H 10.400 -5.549 -4.853  C48 1.092
148 H -9.639 -3.389 6.067  C30 1.094
149 H -0.393 0.414 7.631  C40 1.093
150 H 3.565 -0.539 -3.411  C21 1.094
151 H 0.587 -5.437 1.138  C36 1.094
152 H 1.643 -0.512 4.098  C37 1.119
153 H 8.692 1.474 -6.239  C22 1.092
154 H 6.966 -0.133 1.701  C24 1.094
155 H -7.122 -2.504 7.569  C43 1.091
156 H 1.993 -1.465 2.630  C37 1.106
157 H -6.935 7.200 1.858  C56 1.094
158 H 0.553 1.070 2.976  C26 1.108
159 H -6.564 1.830 3.876  O5 0.961
160 H -3.989 3.241 0.910  C53 1.114
161 H 6.546 -1.650 -8.395  C50 1.095
162 H -9.502 6.431 -2.924  C39 1.093
163 H 9.047 -2.319 -2.367  C16 1.090
164 H -4.184 9.745 1.455  C41 1.091
165 H -7.719 5.480 -0.621  C33 1.093
166 H -0.260 -5.872 3.550  C52 1.094
167 H -5.698 10.043 2.328  C41 1.091
168 H -0.780 3.445 6.912  C49 1.092
169 H -6.750 -1.096 0.913  C42 1.107

Calculated values
HOMO   -10.99 eV
LUMO energy   -2.40 eV
Net charge   +1